Below is a structure of composition C44H43IMgN4O4Sb in a non-equilibrium geometry, with properties calculated with the ωB97M-V functional and the def2-TZVPD basis.

Properties
LUMO: 0.050 Eh
ΔE to the lowest compared entry with this formula, charge and spin: 1.969 eV
Gap between HOMO and LUMO: 0.1428 hartree
Calculated total energy: -80559.02718 eV
Total charge: -1

Geometry as XYZ:
```
98
Properties=species:S:1:pos:R:3:forces:R:3
Mg 0.33078 -0.15199 -0.12944 -0.38 0.06 0.46
C 1.69806 -3.96964 -2.50791 -0.08 0.19 0.01
C 0.25752 -3.93378 -2.09345 0.12 0.29 0.07
N -0.48443 -4.94873 -2.47289 0.06 -0.16 -0.14
C -1.75341 -5.01357 -2.07958 -0.29 -0.06 0.15
C -2.33749 -4.10623 -1.21698 0.07 0.08 -0.01
C -3.73550 -4.38385 -0.72013 -0.09 0.28 -0.17
O -3.75915 -5.28260 0.37821 0.09 -0.21 0.31
C -1.57021 -2.99563 -0.79942 0.60 -0.56 -0.67
C -2.08975 -1.99089 0.08967 -0.44 0.50 0.76
N -1.35875 -1.10129 0.63079 -0.31 -1.05 -0.39
C -1.89840 0.03759 1.35431 -1.14 1.10 0.08
C -3.37175 0.08775 1.62041 -0.44 -0.56 0.49
C -3.90409 0.59682 2.75877 0.11 -0.41 -0.33
C -3.10630 0.95576 3.85523 0.23 0.43 0.69
C -1.73804 0.71770 3.78017 -0.27 0.10 0.10
C -1.16881 0.24194 2.63401 0.53 -0.35 0.30
I 0.87058 -0.39846 2.72700 -0.22 0.01 0.42
C -0.24476 -2.84703 -1.30836 -0.75 -0.49 -0.13
O 0.45300 -1.78541 -1.12536 1.03 -0.68 -0.19
H 1.79447 -4.56907 -3.41068 0.05 0.01 -0.02
H 2.29318 -4.43829 -1.72219 0.12 -0.02 0.06
H 2.07836 -2.96372 -2.66642 0.09 0.05 -0.07
H -2.31190 -5.85691 -2.46607 -0.18 -0.05 0.09
H -4.31532 -4.88066 -1.50275 0.08 0.10 0.02
H -4.26025 -3.45846 -0.44786 0.05 -0.15 -0.16
H -3.08799 -5.00546 1.01202 -0.04 0.03 -0.04
H -3.16290 -2.01119 0.30179 0.12 0.08 0.09
H -4.01477 -0.13730 0.78081 -0.05 0.00 -0.13
H -4.97909 0.69429 2.83640 -0.11 0.04 -0.07
H -3.53985 1.34704 4.76081 -0.05 0.06 0.12
H -1.10946 0.89786 4.64204 0.02 -0.02 0.11
O 6.64740 1.31073 -2.68683 0.00 0.24 0.03
C 6.19319 -0.01861 -2.54749 0.20 -0.39 -0.17
C 4.87656 -0.06028 -1.82370 0.01 -0.76 0.17
C 4.41400 -1.26717 -1.27100 0.22 0.77 -0.25
C 3.19558 -1.26383 -0.62569 0.27 -0.68 -0.03
N 2.45357 -0.18537 -0.46328 0.48 1.21 -0.52
C 2.90980 0.99571 -0.93800 1.19 -1.88 -0.55
C 4.10788 1.06496 -1.66860 -0.61 0.40 0.31
C 2.16189 2.14133 -0.51128 -1.24 2.02 0.81
C 2.55643 3.47255 -0.73326 0.08 -1.10 -0.15
C 1.93516 4.48946 -0.04589 -0.70 0.10 0.66
C 2.31415 5.92522 -0.29524 0.06 0.23 0.27
O 2.21308 6.28775 -1.65687 0.01 -0.08 -0.20
C 0.95678 4.14184 0.89799 0.89 0.29 -0.62
C 0.55365 2.82763 0.97887 -0.37 0.11 0.39
N 1.08749 1.85058 0.26304 1.28 0.47 -0.56
H 7.47112 1.30972 -3.18412 -0.10 -0.03 0.03
H 6.92683 -0.62047 -1.98770 -0.18 0.06 -0.08
H 6.07033 -0.48178 -3.53909 -0.03 -0.01 0.16
H 4.99911 -2.16905 -1.35178 0.02 -0.16 0.04
H 2.79560 -2.17110 -0.19589 -0.09 -0.08 -0.09
H 4.45236 1.99608 -2.08371 0.03 0.15 0.03
H 3.35801 3.70170 -1.41852 0.07 0.02 -0.08
H 3.36559 6.08010 -0.03025 -0.13 0.03 0.04
H 1.69184 6.58640 0.32733 0.15 -0.17 -0.05
H 1.30412 6.11992 -1.93537 -0.09 0.03 0.01
H 0.50918 4.89290 1.52631 -0.07 0.01 0.01
H -0.24325 2.54880 1.65580 -0.03 -0.09 -0.04
C -1.63609 1.09957 0.30223 0.46 -0.04 -0.42
C -2.24464 2.08958 -0.15768 0.19 0.35 -0.28
C -2.76062 3.15044 -0.83412 0.18 -0.28 0.38
C -3.83360 2.97076 -1.78129 -0.40 -0.07 -0.28
C -4.23280 1.69772 -2.21819 0.18 -0.02 0.00
C -5.26212 1.54183 -3.11986 -0.16 -0.03 -0.13
C -5.95145 2.64331 -3.60794 -0.16 0.04 -0.13
C -5.60576 3.90668 -3.15085 -0.19 -0.03 -0.15
C -4.57755 4.06898 -2.24895 0.13 -0.04 0.06
C -2.21277 4.49209 -0.63721 -0.02 0.06 0.14
C -2.02749 5.05412 0.62605 -0.14 0.06 -0.05
C -1.51536 6.33216 0.76227 0.03 0.14 0.06
C -1.15084 7.06865 -0.35353 0.17 0.20 0.15
C -1.31230 6.51491 -1.61492 0.03 0.14 -0.12
C -1.85040 5.25294 -1.75512 0.16 -0.01 0.01
H -3.70994 0.82842 -1.83846 0.04 -0.03 0.04
H -5.53729 0.55058 -3.45635 0.01 -0.08 0.01
H -6.75443 2.52068 -4.32143 -0.05 -0.03 -0.04
H -6.15312 4.77608 -3.49577 -0.02 0.01 -0.01
H -4.34351 5.05918 -1.88260 -0.03 0.01 -0.03
H -2.31430 4.48629 1.50098 -0.04 -0.10 0.05
H -1.39975 6.76547 1.74817 -0.01 0.00 0.07
H -0.74192 8.06402 -0.24367 0.00 0.07 0.01
H -1.03315 7.08268 -2.49356 0.00 0.06 -0.08
H -1.99520 4.83530 -2.74348 0.00 0.00 0.00
C -2.00678 0.18264 -4.85254 0.11 -0.07 0.42
Sb -0.80304 0.16868 -3.02475 -0.20 0.29 -1.17
C -0.12924 2.20009 -3.29392 -0.14 -0.17 -0.03
C 0.94829 -0.58345 -4.05684 -0.23 0.10 0.04
H -1.41049 0.43671 -5.72054 0.27 0.09 -0.10
H -2.80848 0.90336 -4.74675 -0.16 0.16 0.08
H -2.44502 -0.79794 -5.00571 -0.06 -0.18 0.02
H 0.12170 2.37172 -4.33621 0.08 -0.02 -0.17
H 0.74509 2.37197 -2.67586 0.14 0.10 0.07
H -0.90825 2.88803 -2.99284 -0.17 0.12 0.15
H 1.13329 0.02159 -4.94199 0.00 0.06 -0.08
H 0.79504 -1.61708 -4.35016 0.01 -0.18 0.00
H 1.80412 -0.52658 -3.39140 0.17 -0.04 0.11
```
Forces are in eV/Å.

Mulliken atomic charges, in units of e: number 1, Mg, carries -0.5866; number 2, C, carries -0.8862; number 3, C, carries 0.3023; number 4, N, carries -0.7136; number 5, C, carries -1.0175; number 6, C, carries 0.6466; number 7, C, carries -0.8115; number 8, O, carries -0.5450; number 9, C, carries 0.2773; number 10, C, carries -0.4799; number 11, N, carries -0.0207; number 12, C, carries 3.3947; number 13, C, carries -0.9906; number 14, C, carries -0.8755; number 15, C, carries -1.1802; number 16, C, carries -0.1726; number 17, C, carries -0.7309; number 18, I, carries 0.0004; number 19, C, carries 0.1608; number 20, O, carries 0.8886; number 21, H, carries 0.3804; number 22, H, carries 0.2867; number 23, H, carries 0.1128; number 24, H, carries 0.3723; number 25, H, carries 0.3910; number 26, H, carries 0.3131; number 27, H, carries 0.3709; number 28, H, carries 0.2004; number 29, H, carries 0.1608; number 30, H, carries 0.3852; number 31, H, carries 0.3454; number 32, H, carries 0.3902; number 33, O, carries -0.5043; number 34, C, carries -0.7151; number 35, C, carries 0.5315; number 36, C, carries -1.3034; number 37, C, carries -0.4874; number 38, N, carries 0.2492; number 39, C, carries 0.5026; number 40, C, carries -0.8078; number 41, C, carries -0.1657; number 42, C, carries -0.3471; number 43, C, carries 0.3506; number 44, C, carries -0.8702; number 45, O, carries -0.5786; number 46, C, carries -1.1448; number 47, C, carries -0.5416; number 48, N, carries 0.5151; number 49, H, carries 0.3069; number 50, H, carries 0.3166; number 51, H, carries 0.2879; number 52, H, carries 0.4337; number 53, H, carries 0.5505; number 54, H, carries 0.5431; number 55, H, carries 0.3792; number 56, H, carries 0.4776; number 57, H, carries 0.2856; number 58, H, carries 0.3356; number 59, H, carries 0.6639; number 60, H, carries 0.4532; number 61, C, carries -0.7737; number 62, C, carries -0.4980; number 63, C, carries -0.2043; number 64, C, carries 0.9305; number 65, C, carries -0.0960; number 66, C, carries -1.0122; number 67, C, carries -0.5479; number 68, C, carries -0.8049; number 69, C, carries -0.7031; number 70, C, carries 0.3429; number 71, C, carries -0.3277; number 72, C, carries -0.6732; number 73, C, carries -0.2124; number 74, C, carries -1.6380; number 75, C, carries 0.2433; number 76, H, carries 0.7699; number 77, H, carries 0.4048; number 78, H, carries 0.3788; number 79, H, carries 0.3802; number 80, H, carries 0.4605; number 81, H, carries 0.5291; number 82, H, carries 0.3977; number 83, H, carries 0.4553; number 84, H, carries 0.4419; number 85, H, carries 0.3938; number 86, C, carries -1.3824; number 87, Sb, carries 0.7109; number 88, C, carries -0.7482; number 89, C, carries -1.1786; number 90, H, carries 0.4238; number 91, H, carries 0.3520; number 92, H, carries 0.3863; number 93, H, carries 0.6588; number 94, H, carries 0.0464; number 95, H, carries -0.0311; number 96, H, carries 0.5579; number 97, H, carries 0.4005; number 98, H, carries 0.0808